Molecular formula: C5H9NS
Method: DFT, the ωB97M-V functional and the def2-TZVPD basis

Geometry (Å):
C  0.55440  -0.40424  -0.67921
C  -0.07428  0.89369  -0.10219
C  -1.52057  0.88653  -0.59229
C  -0.32127  -1.07661  0.41193
C  -0.09540  0.17895  1.27500
H  2.33354  -1.38968  -0.74442
H  2.30320  -0.17796  0.35871
H  0.26667  -0.64281  -1.72926
H  0.45284  1.81047  -0.23439
H  -1.58409  1.07511  -1.65101
H  -2.17288  1.56949  -0.05103
H  -0.11806  -2.05317  0.80015
H  0.87260  0.18971  1.77990
H  -0.88188  0.46482  1.96485
N  2.00048  -0.45912  -0.57159
S  -2.01527  -0.86516  -0.23515

Force components x, y, z for each atom (eV/Å):
C -0.3 0.0 -0.8
C -0.2 -0.5 0.1
C 0.1 -0.3 0.4
C -0.1 0.2 0.1
C -0.1 0.2 -0.2
H 0.2 -0.4 0.0
H 0.1 -0.1 -0.3
H 0.2 0.1 0.7
H 0.3 0.8 -0.1
H -0.1 0.1 -0.4
H 0.1 0.0 0.0
H 0.0 -0.6 0.1
H -0.1 0.0 -0.1
H -0.1 0.0 0.2
N -0.3 0.5 0.4
S 0.2 0.1 0.1

Properties
**E**: -648.822821 hartree
**ΔE to the lowest compared entry with this formula, charge and spin**: 79.6 kJ/mol
**Strongest force on any atom**: 0.87 eV/Å
**Frontier orbital gap**: 9.26 eV

natural (NBO) atomic charge list, values in e, 2 entries:
1. C -0.05
2. C -0.24